Record 1
The following is a DFT calculation (the ωB97M-V functional and the def2-TZVPD basis) of a structure of composition CH19MnO12 in a non-equilibrium geometry.

Cartesian coordinates (Å):
O: -2.357 3.144 0.154
H: -1.592 2.492 0.351
H: -2.853 3.420 0.944
H: -2.943 2.720 -0.516
Mn: -0.242 1.211 3.002
C: -0.206 0.186 0.654
O: -0.384 1.465 0.894
O: 0.292 -0.427 1.692
O: -0.462 -0.368 -0.413
O: 0.848 1.866 -1.840
H: 0.144 1.491 -1.304
H: 0.867 1.316 -2.640
O: 2.944 -0.847 2.357
H: 3.349 0.007 2.164
H: 2.004 -0.758 2.127
O: 1.898 -2.311 -0.240
H: 2.558 -2.124 0.440
H: 1.237 -1.612 -0.156
O: -2.511 -0.635 -2.312
H: -3.106 -1.226 -1.836
H: -1.703 -0.621 -1.779
O: -1.597 -3.032 -0.378
H: -1.419 -3.324 0.527
H: -1.248 -2.131 -0.427
O: 1.226 -0.794 -3.518
H: 2.155 -0.911 -3.287
H: 0.769 -0.749 -2.671
O: -0.862 -2.772 2.664
H: -0.058 -3.151 3.039
H: -0.584 -1.940 2.252
O: 1.492 3.748 0.207
H: 0.870 3.128 0.589
H: 1.475 3.536 -0.740

Calculated values
Gap between HOMO and LUMO (spin up / spin down) = 0.182 / 0.180 Eh
Molar mass = 278.089 g/mol
<S²> = 8.7536
Charge = +1
Multiplicity = 6

=====

Record 2
The following is a DFT calculation (the ωB97M-V functional and the def2-TZVPD basis) of a structure of composition C45H51CuN7O2P2SSe2.

Cartesian coordinates (Å):
Cu: -0.021 0.260 -0.132
Se: -2.439 -2.290 5.939
P: -0.809 -0.998 5.657
C: 0.799 -1.766 6.049
C: 0.833 -3.006 6.677
C: 2.050 -3.603 6.980
C: 3.237 -2.963 6.656
C: 3.207 -1.718 6.038
C: 1.995 -1.118 5.736
C: -0.904 0.489 6.684
C: -0.089 0.661 7.794
C: -0.246 1.780 8.604
C: -1.218 2.721 8.307
C: -2.042 2.544 7.200
C: -1.889 1.432 6.393
C: -0.559 -0.326 3.998
C: -0.822 -0.700 2.678
N: -0.228 0.230 1.902
N: 0.355 1.127 2.681
N: 0.166 0.816 3.943
P: -1.514 -2.117 1.810
Se: -1.793 -1.690 -0.271
C: -0.324 -3.454 2.091
C: 0.397 -4.000 1.036
C: 1.383 -4.946 1.288
C: 1.651 -5.341 2.590
C: 0.924 -4.803 3.646
C: -0.065 -3.864 3.400
C: -3.067 -2.574 2.577
C: -3.388 -3.901 2.828
C: -4.623 -4.215 3.376
C: -5.533 -3.208 3.660
C: -5.218 -1.882 3.389
C: -3.987 -1.564 2.846
H: -0.103 -3.494 6.923
H: 2.067 -4.566 7.474
H: 4.186 -3.428 6.894
H: 4.133 -1.207 5.804
H: 1.970 -0.142 5.267
H: 0.669 -0.072 8.035
H: 0.390 1.910 9.469
H: -1.342 3.590 8.941
H: -2.810 3.273 6.974
H: -2.537 1.287 5.537
H: 0.183 -3.676 0.025
H: 1.941 -5.374 0.464
H: 2.422 -6.077 2.785
H: 1.126 -5.109 4.664
H: -0.650 -3.468 4.225
H: -2.676 -4.689 2.616
H: -4.871 -5.247 3.588
H: -6.493 -3.455 4.096
H: -5.928 -1.098 3.617
H: -3.730 -0.529 2.646
C: 0.762 -1.365 -4.509
C: 0.736 -1.274 -2.965
N: 0.228 0.028 -2.558
C: 1.166 1.080 -2.936
C: 1.446 1.008 -4.456
N: 0.471 0.016 -5.037
C: -0.940 0.415 -4.688
C: -1.082 0.277 -3.154
H: -0.006 -2.021 -4.915
H: 1.730 -1.663 -4.910
H: 1.733 -1.392 -2.544
H: 0.097 -2.049 -2.543
H: 2.084 0.945 -2.367
H: 0.726 2.035 -2.656
H: 2.442 0.640 -4.696
H: 1.284 1.954 -4.971
H: 0.571 0.010 -6.049
H: -1.605 -0.242 -5.246
H: -1.072 1.436 -5.040
H: -1.741 -0.553 -2.902
H: -1.495 1.183 -2.717
C: -2.233 4.958 2.527
N: -1.381 4.747 1.357
N: -1.780 3.726 0.496
C: -0.683 3.050 0.027
O: -0.775 2.138 -0.821
C: 0.445 3.623 0.696
C: -0.021 4.597 1.513
C: 0.706 5.379 2.546
C: -3.073 3.700 -0.083
C: -3.691 2.469 -0.272
C: -4.949 2.430 -0.853
C: -5.591 3.605 -1.224
C: -4.967 4.828 -1.021
C: -3.699 4.881 -0.460
H: -3.272 4.946 2.210
H: -2.013 5.937 2.944
H: -2.072 4.184 3.282
H: 1.460 3.275 0.610
H: 1.775 5.215 2.443
H: 0.411 5.047 3.545
H: 0.502 6.447 2.465
H: -3.184 1.562 0.032
H: -5.437 1.475 -1.000
H: -6.579 3.567 -1.663
H: -5.464 5.746 -1.306
H: -3.195 5.828 -0.310
C: 4.648 -0.845 0.440
S: 2.938 -1.378 0.428
C: 2.632 -1.170 2.178
O: 2.204 -0.275 -0.298
H: 4.708 0.153 0.875
H: 4.992 -0.828 -0.592
H: 5.245 -1.556 1.013
H: 3.360 -1.773 2.723
H: 1.629 -1.529 2.401
H: 2.714 -0.112 2.427

Calculated values
Gap between HOMO and LUMO = 0.236 Eh
Molar mass = 1037.431 g/mol
Charge = +1

=====

Record 3
The following is a DFT calculation (the ωB97M-V functional and the def2-TZVPD basis) of a structure of composition C4H4OS2 in a non-equilibrium geometry.

Cartesian coordinates (Å):
C: 1.092 0.426 -0.102
C: 0.128 -0.347 0.536
C: 0.625 1.595 -0.555
C: -0.990 0.306 0.751
O: -0.597 1.871 -0.148
S: -3.276 -0.017 -0.789
S: -2.693 0.354 1.181
H: 2.089 -0.117 -0.322
H: 0.383 -1.286 0.878
H: 1.250 2.343 -0.908
H: -4.039 1.050 -0.888

Calculated values
Gap between HOMO and LUMO (spin up / spin down) = 0.210 / 0.208 Eh
Molar mass = 132.209 g/mol
<S²> = 2.0180
Multiplicity = 3